Below is a 10-piece molecular cluster, C6H33NO10 overall at a distorted geometry, with properties calculated with ωB97M-V with the def2-TZVPD basis set.

Last column: Löwdin charge in e.
Atoms and positions in Å:
C: -3.161 -1.801 2.556  -0.0766
C: -3.049 -0.576 1.637  -0.2744
O: -2.301 -0.881 0.434  -0.1153
H: -2.222 -1.991 3.077  0.0639
H: -3.381 -2.658 1.925  0.0764
H: -3.931 -1.614 3.306  0.0777
H: -2.557 0.245 2.169  0.1063
H: -4.031 -0.253 1.303  0.1132
H: -1.408 -1.139 0.691  0.0800
C: 1.158 0.927 1.036  -0.0750
C: 1.915 0.805 2.341  -0.4473
C: 1.497 -0.373 3.183  -0.2257
O: 2.246 -0.375 4.383  -0.1869
C: 1.899 -1.467 5.169  -0.1351
N: 3.354 0.879 2.127  0.0500
H: 1.710 1.601 0.382  0.0767
H: 0.129 1.252 1.206  0.0687
H: 1.056 0.009 0.438  0.0686
H: 1.648 1.712 2.904  0.1431
H: 1.682 -1.327 2.660  0.1301
H: 0.438 -0.364 3.480  0.1207
H: 2.451 -1.444 6.109  0.0896
H: 2.154 -2.409 4.665  0.0904
H: 0.837 -1.464 5.453  0.0872
H: 3.667 0.120 1.510  0.0843
H: 3.883 0.667 2.974  0.0715
O: -0.403 -2.192 -3.314  -0.0440
H: -0.764 -2.738 -4.027  0.0759
H: -0.297 -2.796 -2.567  0.0649
O: 3.027 0.810 -1.872  -0.0815
H: 2.075 0.552 -1.817  -0.0105
H: 3.454 0.116 -2.384  0.0267
O: -0.732 3.102 -1.236  -0.0430
H: -1.182 3.054 -0.381  0.0548
H: -0.010 3.731 -1.102  0.0691
O: -2.594 2.220 -3.413  -0.0789
H: -1.905 2.740 -2.965  -0.0039
H: -2.846 1.525 -2.779  -0.0052
O: 0.660 2.493 -4.328  -0.0639
H: 1.034 2.277 -3.466  0.0015
H: -0.155 1.976 -4.371  0.0160
O: 0.249 0.359 -2.161  -0.0683
H: -0.138 -0.474 -2.521  0.0277
H: -0.447 0.743 -1.605  0.0306
O: -3.185 -0.480 -2.349  -0.0580
H: -4.081 -0.827 -2.256  0.0526
H: -2.789 -0.593 -1.465  0.0055
O: 1.737 -1.101 -5.281  -0.0568
H: 1.106 -1.034 -4.550  -0.0044
H: 2.504 -1.548 -4.904  0.0307

Values from the calculation:
Max |F|, eV Å⁻¹: 1.2
Gap between HOMO and LUMO, eV: 9.34
Energy above the lowest of the compared OMol25 structures with the same formula, charge and spin, kcal per mole: 56.9
Total charge: 0
Total energy, Ha: -1055.51953
HOMO level, eV: -9.48
SMILES string: COC[C@H](C)N.CCO.O.O.O.O.O.O.O.O

=====

Below is a 12-piece molecular cluster, C6H33NO11 overall at a distorted geometry, with properties calculated with ωB97M-V with the def2-TZVPD basis set.

Last column: Löwdin spin population.
Atoms and positions in Å:
C: -1.968 -0.204 -1.058  0.0634
C: -0.684 0.011 -0.472  0.3554
C: -0.322 1.273 -0.184  0.1558
N: -1.126 2.315 -0.094  0.2819
C: 0.138 -1.241 -0.080  0.0428
C: 1.014 -1.172 1.159  0.0139
C: 1.800 -0.083 1.365  -0.0016
H: -1.777 -0.387 -2.136  0.0292
H: -2.484 -1.081 -0.652  0.0105
H: -2.624 0.820 -1.128  0.0045
H: 0.814 1.619 0.032  0.0010
H: -2.150 2.285 -0.329  0.0044
H: -0.789 3.264 0.255  0.0026
H: 0.891 -1.309 -0.848  0.0204
H: -0.502 -2.183 -0.023  0.0006
H: 1.007 -2.098 1.826  0.0008
H: 2.204 -0.115 2.362  -0.0002
H: 1.790 0.812 0.698  0.0001
H: 1.447 2.361 2.917  0.0000
H: 0.223 3.238 2.574  -0.0001
O: 1.221 3.228 2.525  -0.0003
H: 1.335 1.260 -3.148  0.0002
H: 2.233 0.190 -3.430  0.0000
O: 1.496 0.635 -3.771  0.0012
H: 0.962 -4.079 -0.771  0.0000
H: 1.891 -3.404 0.220  0.0002
O: 1.058 -3.837 0.171  0.0005
H: 0.521 -3.262 -2.831  0.0001
H: 1.570 -4.314 -2.770  0.0000
O: 0.865 -4.049 -2.400  0.0004
H: 2.867 3.450 -0.037  0.0000
H: 1.666 3.497 0.919  0.0000
O: 1.914 3.504 0.010  -0.0004
H: -1.789 -0.072 2.802  0.0001
H: -0.468 0.522 2.755  0.0004
O: -1.275 0.558 3.204  0.0013
H: -1.593 2.283 2.707  0.0001
H: -1.453 3.627 3.455  0.0004
O: -1.429 3.192 2.520  0.0046
H: -0.751 -4.019 0.641  0.0000
H: -1.156 -4.702 1.983  0.0000
O: -1.392 -3.883 1.388  0.0003
H: 0.145 3.528 -2.373  0.0005
H: 1.534 3.118 -1.658  -0.0001
O: 0.997 3.013 -2.452  0.0004
H: -2.497 -0.655 1.154  0.0010
H: -2.449 -1.923 1.970  0.0000
O: -2.900 -1.112 1.863  0.0024
H: -0.138 -1.233 -2.864  0.0002
H: 0.298 -1.383 -4.382  0.0000
O: -0.185 -1.800 -3.583  0.0006

Values from the calculation:
Max |F|, eV Å⁻¹: 9.8
Gap between HOMO and LUMO (alpha / beta), eV: 10.49 / 7.36
Energy above the lowest of the compared OMol25 structures with the same formula, charge and spin, kcal per mole: 11.5
Total charge: +1
Total energy, Ha: -1130.41001
Spin multiplicity: 2
HOMO level (alpha / beta), eV: -13.62 / -13.72

=====

Below is a 14-piece molecular cluster, C6H33NO13 overall at a distorted geometry, with properties calculated with ωB97M-V with the def2-TZVPD basis set.

Last column: Löwdin charge in e.
Atoms and positions in Å:
C: -1.034 2.024 0.498  -0.0831
C: -1.295 3.312 0.930  -0.0852
N: -1.551 3.265 2.336  0.0326
C: -1.550 1.946 2.683  -0.0824
C: -1.147 1.172 1.608  -0.2803
C: -1.096 -0.296 1.522  -0.1298
C: -1.540 -1.027 2.565  0.0024
H: -0.890 1.785 -0.557  0.1155
H: -1.305 4.329 0.483  0.1183
H: -1.448 4.058 2.940  0.1400
H: -1.656 1.530 3.688  0.1251
H: -0.887 -0.735 0.540  0.0819
H: -1.390 -2.121 2.570  0.0716
H: -2.274 -0.673 3.263  0.0597
H: -3.835 -0.247 -0.366  0.0239
H: -3.290 1.208 0.042  0.0089
O: -3.829 0.714 -0.544  -0.0319
H: -1.679 0.651 -5.113  0.0753
H: -2.205 0.356 -3.818  0.0118
O: -1.948 -0.170 -4.642  -0.1047
H: -0.878 -1.947 -1.422  0.0181
H: -0.818 -3.461 -1.306  0.0776
O: -0.807 -2.653 -0.791  -0.0566
H: 0.750 -2.364 0.093  0.0413
H: 1.698 -1.492 -0.633  0.0520
O: 1.560 -1.831 0.284  -0.0779
H: 2.544 -0.394 -2.390  -0.0009
H: 1.380 -0.898 -3.056  0.0194
O: 2.198 -1.249 -2.689  -0.0653
H: 3.440 0.533 -0.309  -0.0031
H: 4.245 1.374 -1.289  0.0329
O: 3.558 0.717 -1.250  -0.0589
H: -3.268 1.210 -2.050  0.0074
H: -3.532 1.490 -3.625  0.0597
O: -2.900 1.545 -2.900  -0.0705
H: -2.625 -2.026 -0.064  0.0249
H: -3.372 -2.068 1.160  0.0422
O: -3.559 -1.888 0.227  -0.0618
H: 2.716 -2.281 1.255  0.0067
H: 4.106 -2.156 0.593  0.0531
O: 3.698 -2.263 1.469  -0.1073
H: 4.327 3.020 0.722  0.0376
H: 2.753 3.212 0.556  0.0314
O: 3.587 3.059 0.129  -0.0393
H: -1.156 -1.438 -3.786  -0.0008
H: -0.051 -2.481 -3.915  0.0789
O: -0.632 -2.062 -3.257  -0.0652
H: 2.098 0.287 1.768  0.0489
H: 3.378 -0.302 1.630  -0.0018
O: 3.001 0.586 1.559  -0.0671
H: 2.791 -0.263 4.620  0.0312
H: 3.063 -1.420 3.617  0.0130
O: 2.559 -1.177 4.422  -0.0695

Values from the calculation:
Max |F|, eV Å⁻¹: 2.7
Gap between HOMO and LUMO, eV: 8.63
Energy above the lowest of the compared OMol25 structures with the same formula, charge and spin, kcal per mole: 11.6
Total charge: 0
Total energy, Ha: -1281.26122
HOMO level, eV: -8.35

=====

Below is a 12-piece molecular cluster, C6H34O11 overall at a distorted geometry, with properties calculated with ωB97M-V with the def2-TZVPD basis set.

Last column: Löwdin charge in e.
Atoms and positions in Å:
C: 0.005 1.062 -1.055  -0.0557
C: 0.194 0.347 0.282  -0.2223
C: 0.278 1.270 1.508  -0.1615
C: 0.014 0.501 2.773  -0.3621
C: -0.984 0.827 3.587  0.0248
C: 0.941 -0.633 3.069  -0.0472
H: -0.041 0.348 -1.871  0.0505
H: 0.792 1.755 -1.245  0.0508
H: -0.924 1.630 -1.093  0.0673
H: -0.571 -0.397 0.409  0.0670
H: 1.094 -0.276 0.232  0.0716
H: 1.264 1.735 1.568  0.1071
H: -0.427 2.080 1.395  0.0797
H: -1.176 0.282 4.505  0.0634
H: -1.626 1.683 3.389  0.0658
H: 0.760 -1.480 2.390  0.0774
H: 1.995 -0.369 2.896  0.0880
H: 0.853 -1.018 4.087  0.0787
H: 1.671 3.281 -0.150  0.0178
H: 3.152 3.818 0.067  0.0831
O: 2.631 3.037 -0.211  -0.0799
H: 1.787 -0.272 -3.227  0.0457
H: 0.975 -1.591 -3.202  0.0131
O: 1.882 -1.226 -3.267  -0.0575
H: -3.146 3.429 0.726  0.0512
H: -2.648 1.984 0.404  0.0201
O: -2.490 2.952 0.225  -0.0819
H: -1.148 -1.490 -2.235  0.0537
H: -0.241 -2.621 -1.755  0.0409
O: -0.601 -2.208 -2.587  -0.0797
H: -2.052 -3.392 -2.613  0.0163
H: -3.604 -3.407 -2.916  0.0504
O: -2.930 -3.684 -2.295  -0.0628
H: 2.915 -1.053 -0.297  0.0168
H: 2.500 -1.719 -1.652  0.0260
O: 2.643 -1.911 -0.696  -0.0804
H: 2.933 1.417 0.060  0.0095
H: 4.302 0.663 0.230  0.0649
O: 3.350 0.566 0.367  -0.0822
H: -2.856 -0.387 0.503  0.0248
H: -2.655 0.302 1.878  0.0343
O: -3.121 0.410 1.026  -0.0707
H: -0.837 3.609 -0.100  0.0082
H: -0.114 4.897 0.400  0.0590
O: 0.022 4.097 -0.114  -0.0703
H: -2.646 -2.631 -0.686  0.0504
H: -1.334 -2.284 0.062  0.0021
O: -2.173 -1.903 -0.212  -0.0808
H: 0.536 -3.906 0.170  0.0797
H: 1.241 -2.550 -0.223  0.0192
O: 0.351 -3.004 -0.107  -0.0843

Values from the calculation:
Max |F|, eV Å⁻¹: 1.2
Gap between HOMO and LUMO, eV: 9.72
Energy above the lowest of the compared OMol25 structures with the same formula, charge and spin, kcal per mole: 0.0
Total charge: 0
Total energy, Ha: -1076.69582
HOMO level, eV: -9.32
SMILES string: C=C(C)CCC.O.O.O.O.O.O.O.O.O.O.O

=====

- Number 3 is which compound?
  C6H33NO13

=====

- Among the records above, which one has the highest energy above the lowest of the compared OMol25 structures with the same formula, charge and spin?
  C6H33NO10

=====

- Among the records above, which one has the highest max |F|?
  C6H33NO11